Computed, not measured: a structure of composition C2H2AuFO2, with ωB97M-V with the def2-TZVPD basis set.

Positions of all 8 atoms, in Å:
1 Au -0.1255 -0.1825 0.8783
2 F -0.0033 0.0995 2.5246
3 O 1.0590 0.7007 -0.4209
4 O -1.2326 -0.6246 -0.4794
5 C 0.6611 0.2997 -1.5196
6 C -0.6283 -0.4152 -1.6321
7 H -0.3820 0.7799 -2.3785
8 H -0.6093 -1.2172 -2.3896

Results
LUMO (alpha / beta)	-4.943 / -9.898	eV
energy above the lowest of the compared OMol25 structures with the same formula, charge and spin	3.0886	eV
net charge	+1
E	-462.73543	hartree
spin multiplicity	4

=====

Computed, not measured: a structure of composition C2H2BaO3, with ωB97M-V with the def2-TZVPD basis set.

Positions of all 8 atoms, in Å:
1 Ba 2.3046 1.8307 -0.0461
2 O -0.0652 1.4381 -0.6038
3 O 1.5493 -0.3958 0.4901
4 O -1.7070 -0.0696 -0.6660
5 C 0.2896 -0.6715 0.4342
6 C -0.6025 0.3980 -0.1283
7 H -0.1283 -1.4330 1.1041
8 H -1.6404 -1.0970 -0.5841

Results
LUMO (alpha / beta)	-4.561 / -4.575	eV
net charge	+1
E	-328.40389	hartree
spin multiplicity	2

=====

Computed, not measured: a structure of composition C2H2BeF, with ωB97M-V with the def2-TZVPD basis set.

Positions of all 6 atoms, in Å:
1 F 1.0679 0.0408 -1.2381
2 C -0.4261 0.4712 0.4390
3 C 0.4707 -0.4541 0.3843
4 Be -1.6411 0.5724 1.1628
5 H 0.4841 -1.5269 0.2136
6 H 0.0444 0.8966 -0.9617

Results
LUMO	-8.206	eV
net charge	+1
E	-191.46568	hartree

=====

Computed, not measured: a structure of composition C2H2BeFO, with ωB97M-V with the def2-TZVPD basis set.

Positions of all 7 atoms, in Å:
1 F -0.5564 1.4016 0.3923
2 O 1.4668 -0.2628 0.2935
3 C 0.3410 -0.6190 -0.3006
4 C -0.7853 0.0675 -0.0540
5 Be 1.1191 1.2329 0.4694
6 H -1.8378 -0.1844 -0.0981
7 H 0.2526 -1.6357 -0.7024

Results
LUMO	-7.525	eV
energy above the lowest of the compared OMol25 structures with the same formula, charge and spin	0.0000	eV
net charge	+1
E	-266.93494	hartree

=====

Computed, not measured: a cluster of 2 separate species, C2H2Br2 in total, with ωB97M-V with the def2-TZVPD basis set.

Positions of all 6 atoms, in Å:
1 Br -0.7665 2.2954 0.5037
2 Br -1.9195 -1.5242 0.3037
3 C 0.4449 1.1286 -0.1606
4 C 1.0609 0.0988 -0.3095
5 H 1.8290 -0.3422 -0.8660
6 H -0.6489 -1.6564 0.5286

Results
LUMO	0.411	eV
energy above the lowest of the compared OMol25 structures with the same formula, charge and spin	2.1472	eV
E	-5225.32463	hartree

=====

Computed, not measured: a structure of composition C2H2Br2Cl2, with ωB97M-V with the def2-TZVPD basis set.

Positions of all 8 atoms, in Å:
1 Br 2.5093 -0.2320 0.7572
2 Br 1.9668 2.6178 -0.4583
3 Cl -0.6214 -2.3162 0.0391
4 Cl -1.3599 -0.0555 -1.7189
5 C -1.1381 -0.6168 -0.0814
6 C 1.3099 1.1634 0.3897
7 H -2.1064 -0.5185 0.4494
8 H -0.5603 -0.0421 0.6232

Results
LUMO	-1.409	eV
energy above the lowest of the compared OMol25 structures with the same formula, charge and spin	3.5150	eV
E	-6145.68862	hartree

=====

Computed, not measured: a structure of composition C2H2Br2FI, with ωB97M-V with the def2-TZVPD basis set.

Positions of all 8 atoms, in Å:
1 I 0.4731 0.6802 1.1346
2 Br -2.1800 0.4841 -1.1870
3 Br 2.9739 -1.2917 -0.0479
4 F -2.1495 2.3300 0.6223
5 C -1.3149 1.9411 -0.3212
6 C 1.0359 -1.1808 0.0283
7 H 0.6039 -1.0866 -0.8717
8 H 0.5576 -1.8762 0.6424

Results
LUMO	-0.474	eV
energy above the lowest of the compared OMol25 structures with the same formula, charge and spin	2.8376	eV
E	-5622.85818	hartree

=====

Computed, not measured: a cluster of 2 separate species, C2H2Br2O3 in total, with ωB97M-V with the def2-TZVPD basis set.

Positions of all 9 atoms, in Å:
1 Br -2.4813 1.0924 2.3735
2 Br 0.7176 1.2579 -4.2539
3 O -0.9885 0.8804 1.2615
4 O 0.5964 3.0112 -2.1362
5 O 0.0849 -0.1041 -0.3609
6 C -0.8010 -0.1164 0.4004
7 C 1.3300 2.3182 -2.7513
8 H 2.4863 2.2247 -2.7962
9 H -1.5289 -1.0391 0.5237

Results
LUMO	-1.461	eV
energy above the lowest of the compared OMol25 structures with the same formula, charge and spin	0.4432	eV
E	-5451.08002	hartree

=====

Computed, not measured: an isolated molecule of C2H2Br3F, with ωB97M-V with the def2-TZVPD basis set.

Positions of all 8 atoms, in Å:
1 Br 2.5172 1.8053 0.4643
2 Br -0.6203 2.0891 -0.3271
3 Br 2.4313 -1.3668 -0.2134
4 F 1.9474 0.8100 -1.9430
5 C 0.1519 0.3582 -0.4135
6 C 1.6463 0.5481 -0.6481
7 H -0.0930 -0.0304 -1.3852
8 H 0.0307 -0.3613 0.4693

Results
LUMO	-0.149	eV
energy above the lowest of the compared OMol25 structures with the same formula, charge and spin	0.0324	eV
E	-7899.29055	hartree

=====

Computed, not measured: an isolated molecule of C2H2Br3P, with ωB97M-V with the def2-TZVPD basis set.

Positions of all 8 atoms, in Å:
1 Br -1.8294 1.7872 0.1876
2 Br -1.8571 -1.3794 1.4309
3 Br 0.6782 -2.0817 -1.3384
4 P -1.7141 -0.3165 -0.4612
5 C 0.0696 -0.4390 -0.4405
6 C 1.2776 0.5917 0.0768
7 H 1.0227 1.4809 0.5230
8 H 2.3525 0.3568 0.0218

Results
LUMO (alpha / beta)	-0.962 / -0.789	eV
energy above the lowest of the compared OMol25 structures with the same formula, charge and spin	2.0278	eV
E	-8140.73820	hartree

=====

Computed, not measured: a cluster of 2 separate species, C2H2BrCl in total, with ωB97M-V with the def2-TZVPD basis set.

Positions of all 6 atoms, in Å:
1 Br -2.2779 -0.1505 0.7704
2 Cl 0.8902 -2.1998 0.4389
3 C 0.1118 1.2621 -0.3915
4 C -0.8421 0.7049 0.0667
5 H 1.0157 -1.1361 -0.4201
6 H 1.1024 1.5194 -0.4644

Results
LUMO	0.598	eV
energy above the lowest of the compared OMol25 structures with the same formula, charge and spin	1.5623	eV
E	-3111.51808	hartree

=====

Computed, not measured: a structure of composition C2H2BrCl2O3S, with ωB97M-V with the def2-TZVPD basis set.

Positions of all 11 atoms, in Å:
1 Br 3.9624 -2.0644 -1.7103
2 Cl -0.2294 1.5781 -1.0042
3 Cl 1.8518 -3.1388 -3.5754
4 S 1.2254 -1.0848 -1.9751
5 O 1.5481 -0.2624 -0.5354
6 O 1.8247 -0.2447 -3.0487
7 O -0.2056 -1.3158 -2.0706
8 C 2.1408 -2.8134 -1.9261
9 C 0.5284 0.4192 0.1383
10 H -0.2441 -0.3122 0.3232
11 H 0.7187 1.1511 0.9805

Results
LUMO	3.283	eV
energy above the lowest of the compared OMol25 structures with the same formula, charge and spin	3.0341	eV
net charge	-1
E	-4195.68357	hartree

=====

Q: The lowest E belongs to which entry?
A: C2H2Br3P

=====

Q: Look up the E of the fourth one.
A: -266.93494 hartree

=====

Please write out number 5 again, unchanged.
Computed, not measured: a cluster of 2 separate species, C2H2Br2 in total, with ωB97M-V with the def2-TZVPD basis set.

Positions of all 6 atoms, in Å:
1 Br -0.7665 2.2954 0.5037
2 Br -1.9195 -1.5242 0.3037
3 C 0.4449 1.1286 -0.1606
4 C 1.0609 0.0988 -0.3095
5 H 1.8290 -0.3422 -0.8660
6 H -0.6489 -1.6564 0.5286

Results
LUMO	0.411	eV
energy above the lowest of the compared OMol25 structures with the same formula, charge and spin	2.1472	eV
E	-5225.32463	hartree